The following is a DFT calculation (ωB97M-V/def2-TZVPD) of a 4-piece molecular cluster, C7H18O4 overall in a non-equilibrium geometry.

Positions of all 29 atoms, in Å:
O -1.248253 1.949887 3.401245
C -0.224029 1.541051 2.900975
C 0.581874 2.385926 1.981921
C 0.863575 2.006637 0.507510
C -0.130052 1.097147 -0.277967
C 0.497109 -2.325814 1.539587
C 0.512682 -0.933494 0.955962
C -0.436027 -0.298732 0.293008
H 0.056132 0.502865 3.131163
H 0.099664 3.375547 1.958067
H 1.482727 2.658281 2.554015
H 1.771862 1.422627 0.348884
H 0.898357 2.997323 0.023562
H 0.037070 1.030008 -1.352205
H -1.090173 1.687588 -0.349903
H -0.292204 -2.507125 2.263326
H 0.623486 -3.082056 0.775427
H 1.441350 -2.507257 2.071170
H 1.509215 -0.511733 0.911220
H -1.455261 -0.596186 0.077299
H 0.868144 0.709986 -3.258162
H -0.110440 1.847879 -2.992668
O 0.105295 1.162938 -3.628661
H -0.814178 -2.063484 -3.542899
H -0.471103 -0.594983 -3.252037
O -0.085715 -1.438087 -3.548051
H 0.127481 -3.119587 -1.972088
H -1.194299 -3.540660 -1.117937
O -0.317531 -3.777144 -1.431145

Cartesian forces, eV/Å:
0.227 0.051 0.014
-1.309 -0.418 0.117
0.165 1.127 -0.092
0.112 -1.002 -0.822
-2.535 1.319 0.747
1.201 0.246 0.465
0.128 -1.376 -0.412
0.447 1.804 -0.477
0.513 0.060 -0.067
-0.388 -0.449 0.049
0.344 -0.529 -0.452
0.629 0.832 0.468
0.449 -0.690 -0.285
0.960 -0.144 0.274
0.387 -0.683 0.519
-0.313 -0.199 -0.330
-0.889 -0.216 -0.392
-0.190 0.434 0.344
-0.017 0.343 0.309
0.055 -0.568 0.433
0.322 0.082 -0.128
0.018 0.270 -0.055
-0.159 0.178 -0.070
-0.092 -0.106 -0.157
0.027 -0.245 -0.402
-0.137 -0.190 0.432
-0.562 0.560 0.117
0.270 0.606 -0.368
0.336 -1.098 0.219

Kohn-Sham gap	9.972	eV
energy relative to the best compared isomer or geometry (same formula, charge and spin)	1.454	eV
structure (SMILES)	C/C=C/CCCC=O.O.O.O
E_HOMO	-9.50	eV

Here are the natural (NBO) charges for atoms 1 to 2, given in e: O -0.528; C 0.433

***

The following is a DFT calculation (ωB97M-V/def2-TZVPD) of a 2-piece molecular cluster, C7H18SSi overall in a non-equilibrium geometry.

Positions of all 27 atoms, in Å:
C 3.170057 1.546545 0.927976
C 1.614364 -0.711276 -1.618660
C -3.613642 0.254829 -0.777510
C -0.385031 -3.075029 1.179982
C 2.693279 0.212625 1.424345
C 0.492756 0.093446 -0.860816
C -3.667211 1.598147 -0.059610
Si 0.832579 0.026881 1.030212
S 0.556301 -1.973337 1.853577
H 2.399401 2.370769 0.881006
H 4.044992 2.038801 1.472534
H 3.482430 1.443510 -0.147341
H 1.770197 -0.385751 -2.600204
H 2.553288 -0.573299 -1.044080
H 1.323633 -1.712170 -1.655389
H -3.477569 -0.685635 -0.185318
H -4.463105 0.007403 -1.345778
H -2.841332 0.272028 -1.569368
H -4.639789 1.971031 -0.121284
H -0.975947 -3.623492 1.779607
H -0.538643 -3.275690 0.108543
H 2.962579 0.096762 2.501814
H 3.018731 -0.634136 0.800632
H -0.490088 -0.372687 -1.231371
H 0.337547 1.178256 -1.064909
H -2.998630 2.333700 -0.519301
H -3.161150 1.577758 0.840706

Cartesian forces, eV/Å:
1.102 2.195 -1.462
0.227 2.360 2.186
1.681 -1.012 -0.363
0.112 0.158 -3.699
-0.663 -0.284 0.508
-0.918 -0.764 -0.619
1.433 -0.473 -2.178
-0.824 -0.529 0.053
1.313 1.510 1.312
0.437 -0.879 0.312
-1.028 -1.014 -0.568
-0.080 0.215 0.881
0.228 0.650 -1.551
-0.308 -0.450 -0.752
-0.236 -1.727 0.175
0.261 1.081 0.029
-1.582 0.188 -0.609
0.033 -0.194 0.562
-1.455 0.813 0.769
-1.778 -1.951 2.191
0.283 0.548 0.447
-0.486 -0.413 -0.887
0.819 0.319 0.644
1.089 0.681 1.171
0.688 -0.612 -0.344
-0.341 -0.047 -0.807
-0.008 -0.367 2.600

Kohn-Sham gap (spin up / spin down)	6.544 / 7.235	eV
energy relative to the best compared isomer or geometry (same formula, charge and spin)	2.819	eV
E_HOMO (spin up / spin down)	-7.21 / -7.29	eV

Here are the natural (NBO) charges for atoms 1 to 2, given in e: C -0.632; C -0.597

***

The following is a DFT calculation (ωB97M-V/def2-TZVPD) of the molecule C7H18Si in a non-equilibrium geometry.

Positions of all 26 atoms, in Å:
C -2.753053 0.799201 0.409962
C -1.655788 -1.442189 0.297044
C -0.317157 0.773297 -1.561521
C 2.856229 1.141004 0.664006
C 1.980077 -1.576249 -0.547759
C -1.492562 0.005065 0.717928
C -0.173554 0.736341 -0.050307
Si 1.432752 -0.120871 0.559732
H -3.003845 0.724007 -0.645366
H -3.597224 0.412394 0.980805
H -2.626513 1.851260 0.657794
H -0.779254 -2.029605 0.552096
H -2.515292 -1.875060 0.805297
H -1.837796 -1.517506 -0.767827
H -0.324389 -0.225745 -1.988303
H -1.229063 1.283925 -1.862688
H 0.518779 1.317691 -1.993380
H 2.780892 1.912081 -0.098507
H 2.862789 1.641738 1.626308
H 3.820401 0.656548 0.544241
H 1.514184 -2.510499 -0.248149
H 1.739567 -1.417508 -1.594539
H 3.056892 -1.715233 -0.481001
H -1.268934 0.063558 1.782993
H -0.194421 1.761583 0.321506
H 1.206278 -0.649218 1.919645

Cartesian forces, eV/Å:
0.138 -0.072 0.188
0.020 0.183 0.322
0.026 -0.007 0.171
-0.396 -0.302 -0.086
-0.216 0.390 0.294
1.677 1.237 -1.423
-1.451 -1.564 1.527
0.249 0.351 -0.591
-0.083 0.008 -0.123
-0.096 -0.004 0.021
-0.032 0.112 0.022
0.125 -0.191 -0.007
-0.076 -0.140 0.058
0.005 -0.056 -0.297
-0.012 -0.109 -0.131
-0.094 0.046 -0.097
0.128 0.049 -0.205
-0.054 0.069 -0.174
-0.064 0.100 0.204
0.158 -0.128 -0.008
-0.119 -0.112 0.069
-0.039 0.103 -0.183
0.126 0.024 0.068
-0.010 -0.023 0.072
0.164 0.098 0.144
-0.078 -0.063 0.166

Kohn-Sham gap	10.712	eV
energy relative to the best compared isomer or geometry (same formula, charge and spin)	0.421	eV
structure (SMILES)	CC(C)[C@H](C)[SiH](C)C
E_HOMO	-9.70	eV

Here are the natural (NBO) charges for atoms 1 to 2, given in e: C -0.615; C -0.621